(1)
11
Properties=species:S:1:pos:R:3:forces:R:3:lowdin_charge:R:1 method="wB97M-V/def2-TZVPD" smiles="C=COCO" max_force_ev_per_a=0.4 relative_energy_kj_mol=162.4 e_homo_ev=-9.22
C 0.88022 -1.25145 0.33692 -0.062 0.035 -0.065 0.020
C -0.03732 -1.03057 -0.59966 0.121 -0.231 0.057 -0.227
O -0.59363 0.15544 -0.98035 -0.046 -0.032 0.099 -0.076
C -0.24311 1.31304 -0.25730 0.159 0.244 -0.211 -0.289
O -0.49681 1.19709 1.10823 -0.282 -0.094 0.078 -0.031
H 1.30676 -0.46407 0.94629 -0.084 -0.119 -0.067 0.058
H 1.19262 -2.27167 0.52835 -0.003 0.137 -0.126 0.054
H -0.48111 -1.83233 -1.18246 0.122 0.060 0.071 0.115
H 0.82608 1.53930 -0.35785 -0.116 -0.099 -0.012 0.135
H -0.84116 2.10554 -0.72379 0.116 -0.109 0.088 0.132
H -1.32955 0.71288 1.20268 0.076 0.209 0.087 0.109

---

(2)
5
Properties=species:S:1:pos:R:3:forces:R:3:lowdin_charge:R:1 method="wB97M-V/def2-TZVPD" max_force_ev_per_a=1.8 relative_energy_kj_mol=115.4 e_homo_ev="-4.55 / -4.55" total_charge=-1
O 1.38340 -0.47256 -1.15211 -0.491 -0.794 0.648 -0.383
O -0.46119 1.33736 -0.96494 -0.502 -0.640 0.646 -0.385
P 0.36054 0.26099 -0.40113 0.825 1.479 -0.657 0.178
Br 1.15638 0.87440 1.58707 -0.493 -0.504 -0.380 0.317
Br -2.43912 -2.00019 0.93111 0.661 0.460 -0.258 -0.727

---

(3)
14
Properties=species:S:1:pos:R:3:forces:R:3:lowdin_charge:R:1 method="wB97M-V/def2-TZVPD" smiles="O[C@@H](CS)C(=S)C=S" max_force_ev_per_a=3.5 relative_energy_kj_mol=125.4 e_homo_ev=-9.23
O -1.95162 0.57688 -0.07114 -0.130 -0.120 -0.165 -0.037
C -0.53153 0.64415 0.06159 -0.589 1.132 1.225 -0.550
C -0.35099 1.12671 1.49136 -0.305 0.462 0.475 -0.554
S 1.34662 1.59919 1.95537 -0.209 -0.408 -0.268 0.703
C 0.02792 -0.69591 -0.19602 0.508 -2.016 -0.729 -0.729
S 0.48495 -1.80696 0.92073 -0.267 0.735 -0.640 0.838
C 0.06860 -1.13907 -1.64078 -1.226 3.120 0.950 -0.630
S -0.45036 -0.23109 -2.87447 0.194 -0.334 0.146 0.787
H -2.23065 0.74674 -0.97689 0.268 -0.055 -0.139 0.071
H -0.08365 1.37686 -0.60413 -0.004 0.028 -0.285 0.123
H -0.73958 0.36887 2.18597 0.159 0.263 -0.185 0.066
H -0.99016 2.03129 1.59993 0.568 -0.537 -0.024 0.094
H 1.84950 0.35405 1.79755 -0.010 0.344 0.146 -0.179
H 0.42424 -2.08624 -1.75618 1.046 -2.615 -0.508 -0.003